Entry i
C24H66N6O6 | ωB97M-V/def2-TZVPD

Orbital gap ... 9.645 eV
SMILES string ... COC[C@H](C)N.COC[C@H](C)N.COC[C@H](C)N.COC[C@H](C)N.COC[C@H](C)N.COC[C@H](C)N

Structure (ORCA input):
```
! RIJCOSX wB97M-V def2-TZVPD def2/J DEFGRID3
* xyz 0 1
C 13.8264 -29.1309 28.7274
O 12.7922 -28.6887 27.8955
C 13.2142 -28.4624 26.5725
C 12.0203 -28.0161 25.7499
C 10.9474 -29.0928 25.6167
N 12.4815 -27.4512 24.4824
H 14.2262 -30.1082 28.4325
H 13.4485 -29.1727 29.7479
H 14.6658 -28.4180 28.7428
H 14.0126 -27.7201 26.4625
H 13.5942 -29.4109 26.1474
H 11.5909 -27.1568 26.2816
H 10.5981 -29.3817 26.6075
H 11.3436 -29.9767 25.1037
H 10.1305 -28.7386 24.9864
H 11.7406 -26.8988 24.0687
H 12.7282 -28.1776 23.8195
C 6.2357 -23.7081 26.2715
O 7.1324 -23.8151 25.1897
C 7.1701 -25.1192 24.6824
C 8.2949 -25.1819 23.6746
C 8.4762 -26.5249 23.0321
N 9.5906 -24.7934 24.2960
H 6.4037 -24.4465 27.0614
H 5.2114 -23.9021 25.9106
H 6.1886 -22.6977 26.6689
H 7.4010 -25.8628 25.4641
H 6.2210 -25.4147 24.2102
H 8.1043 -24.4233 22.9087
H 9.2752 -26.5138 22.2907
H 7.5832 -26.8722 22.5030
H 8.7110 -27.3351 23.7310
H 9.5144 -23.8487 24.6499
H 9.7569 -25.4069 25.0889
C 7.2730 -29.5160 20.5321
O 6.6793 -29.0013 21.7097
C 6.2754 -29.9879 22.6505
C 5.2216 -30.9257 22.1240
C 3.9071 -30.2093 21.8980
N 5.0261 -32.0164 23.0995
H 8.0203 -28.7999 20.1841
H 6.5171 -29.6913 19.7662
H 7.8520 -30.4309 20.7175
H 7.1777 -30.4551 23.0654
H 5.8468 -29.4074 23.4753
H 5.5954 -31.3179 21.1665
H 3.1759 -30.8867 21.4565
H 4.0530 -29.4678 21.1046
H 3.6074 -29.7176 22.8189
H 5.8961 -32.5016 23.2781
H 4.3670 -32.6847 22.7218
C 11.4486 -27.4144 20.5202
O 12.0702 -26.6475 21.5127
C 12.0051 -25.2695 21.2517
C 12.5669 -24.4691 22.3943
C 12.1065 -23.0078 22.3167
N 14.0525 -24.4523 22.3617
H 11.4875 -28.4518 20.8507
H 11.9821 -27.3443 19.5610
H 10.4127 -27.0921 20.3535
H 12.4959 -25.0234 20.2952
H 10.9473 -24.9809 21.0910
H 12.2425 -24.8960 23.3395
H 11.1177 -22.9476 21.8520
H 12.8077 -22.3634 21.7963
H 11.9148 -22.6667 23.3351
H 14.3970 -25.3866 22.1615
H 14.3288 -23.8789 21.5711
C 13.7986 -22.4079 28.3979
O 12.5314 -21.8083 28.5293
C 11.6671 -22.1356 27.4547
C 10.3961 -21.3180 27.5944
C 9.5115 -21.4808 26.3794
N 10.6672 -19.8735 27.7873
H 14.3768 -22.0909 29.2660
H 14.3187 -22.0762 27.4927
H 13.7486 -23.5017 28.4017
H 12.1722 -21.8753 26.5124
H 11.4235 -23.2052 27.4776
H 9.8655 -21.6814 28.4795
H 8.9903 -22.4351 26.3186
H 10.0521 -21.2389 25.4578
H 8.7169 -20.7273 26.4146
H 10.8831 -19.5069 26.8606
H 11.5495 -19.7933 28.2858
C 5.7615 -19.5361 26.5693
O 4.6762 -19.9120 27.3858
C 3.5563 -19.0714 27.3286
C 2.3253 -19.8558 27.7365
C 1.0621 -19.0415 27.7919
N 2.5042 -20.5897 29.0056
H 6.3398 -20.4432 26.4101
H 6.3819 -18.8030 27.1005
H 5.4989 -19.0910 25.6050
H 3.6933 -18.1555 27.9291
H 3.3827 -18.6827 26.3095
H 2.2027 -20.6498 26.9908
H 1.0660 -18.2794 28.5767
H 0.2358 -19.7156 28.0436
H 0.7441 -18.5762 26.8580
H 2.3556 -19.9617 29.7905
H 3.4765 -20.8767 29.0631
*
```

Entry ii
C24H66N6O6 | ωB97M-V/def2-TZVPD

Orbital gap ... 9.692 eV
SMILES string ... COC[C@H](C)N.COC[C@H](C)N.COC[C@H](C)N.COC[C@H](C)N.COC[C@H](C)N.COC[C@H](C)N

Structure (ORCA input):
```
! RIJCOSX wB97M-V def2-TZVPD def2/J DEFGRID3
* xyz 0 1
C -4.1607 -5.2243 -1.7045
O -5.5065 -4.6026 -1.7051
C -5.5374 -3.3947 -1.0343
C -6.8993 -2.7256 -1.0924
C -6.9050 -1.5346 -0.0353
N -7.9967 -3.7102 -0.8266
H -4.1468 -5.8532 -2.5947
H -3.8184 -5.8435 -0.8753
H -3.4091 -4.4657 -1.9227
H -5.2693 -3.6193 -0.0019
H -4.7811 -2.6785 -1.3553
H -7.1093 -2.4378 -2.1226
H -6.4558 -1.7777 0.9276
H -7.9367 -1.2277 0.1367
H -6.3808 -0.5946 -0.2076
H -8.0753 -4.2773 -1.6587
H -7.6434 -4.2974 -0.0847
C -1.5406 -2.1165 -1.6239
O -0.5564 -1.1398 -1.6243
C -0.7393 -0.0789 -0.6159
C 0.6038 -0.0952 0.3020
C 1.9912 0.2730 -0.4465
N 0.8520 -1.2737 1.0904
H -2.5205 -1.6396 -1.6071
H -1.3830 -2.6368 -0.6792
H -1.5209 -2.9099 -2.3711
H -0.8868 0.9399 -0.9744
H -1.4874 -0.2736 0.1526
H 0.3145 0.6185 1.0734
H 2.8707 0.4716 0.1660
H 1.8297 1.3199 -0.7034
H 2.1744 -0.4322 -1.2572
H 0.0029 -1.6238 1.5106
H 0.8039 -1.9885 0.3785
C -0.7770 -2.8042 3.0706
O -1.9459 -2.0086 2.6401
C -2.5015 -1.1257 3.6543
C -3.1780 -1.7515 4.8815
C -4.6604 -2.1495 4.6562
N -3.0335 -0.9290 6.0829
H -0.0867 -2.1719 3.6291
H -0.2944 -3.3226 2.2421
H -1.2628 -3.6248 3.5984
H -1.7301 -0.4647 4.0495
H -3.1285 -0.4331 3.0930
H -2.5322 -2.6209 5.0050
H -4.5630 -3.1003 4.1321
H -5.2265 -1.5324 3.9585
H -5.2359 -2.2856 5.5718
H -2.0332 -0.8740 6.2115
H -3.2511 -1.4358 6.9290
C -1.7742 1.2592 -3.8793
O -1.4046 2.5276 -3.3293
C -2.4564 3.1802 -2.6152
C -2.0712 4.5454 -2.0207
C -0.9388 4.3711 -1.0568
N -3.2020 5.3261 -1.5089
H -0.9144 0.6048 -3.7356
H -1.9379 1.3939 -4.9485
H -2.6490 0.9308 -3.3182
H -3.2659 3.2619 -3.3405
H -2.8937 2.5117 -1.8735
H -1.7664 5.0131 -2.9570
H -0.8553 5.1758 -0.3264
H -0.0306 4.1610 -1.6218
H -1.1388 3.5659 -0.3499
H -3.9827 4.8773 -1.9663
H -3.2953 4.9727 -0.5674
C 6.2197 0.6064 1.1915
O 6.2380 1.6048 2.1998
C 5.8459 2.9291 1.8255
C 5.7350 3.8373 3.0999
C 4.8376 3.2044 4.2639
N 5.1416 5.1397 2.8386
H 5.3394 0.7186 0.5586
H 6.3432 -0.3772 1.6446
H 7.0821 0.8011 0.5540
H 6.5626 3.4470 1.1882
H 4.9070 2.8916 1.2732
H 6.7452 3.7747 3.5044
H 4.7440 3.9412 5.0617
H 5.3904 2.3258 4.5964
H 3.8327 3.0583 3.8677
H 5.0136 5.6968 3.6713
H 5.8260 5.7016 2.3527
C 2.7626 -1.1008 -4.0004
O 3.8986 -1.1686 -3.0497
C 5.1296 -0.8965 -3.7293
C 6.0177 -0.1668 -2.6615
C 5.2850 1.0071 -2.0130
N 7.2437 0.4516 -3.2647
H 2.4717 -0.0729 -4.2170
H 1.8573 -1.6910 -3.8585
H 3.0146 -1.3288 -5.0361
H 5.6610 -1.8011 -4.0249
H 5.0089 -0.1821 -4.5436
H 6.1798 -0.8516 -1.8291
H 4.3393 0.6144 -1.6394
H 5.0430 1.6276 -2.8759
H 5.8919 1.5502 -1.2885
H 7.7349 -0.3398 -3.6554
H 7.8977 0.8548 -2.6091
*
```

Relative energies, in eV, with the most stable structure set to zero: entry i 0.000; entry ii 4.652.